No. 1
Entry from the OMol25 dataset: a 7-piece molecular cluster, C36H78BrF3N2O12PS overall in a non-equilibrium geometry (ωB97M-V/def2-TZVPD).

Cartesian coordinates (Å):
1 C -3.005 -0.739 3.137
2 C -1.502 1.320 -9.377
3 H -0.902 -4.799 -3.272
4 H -0.425 1.143 -9.306
5 N -2.197 -0.925 1.824
6 O 1.512 -2.660 4.042
7 O 3.310 -7.393 4.055
8 O -3.036 -1.698 1.084
9 H 2.947 1.876 -1.505
10 O -0.910 -7.918 -1.638
11 C -1.671 4.087 -4.609
12 H 2.032 -8.673 3.099
13 H -2.542 3.877 -5.233
14 H -0.747 7.505 -2.540
15 H 0.382 4.715 -4.843
16 H -0.575 3.097 -3.338
17 H 4.200 -7.414 4.434
18 C 1.149 -8.213 -0.424
19 H 1.652 -1.325 -1.581
20 H -6.874 -0.291 6.572
21 H -2.024 0.366 -9.266
22 H -1.984 -3.178 3.639
23 C -1.029 0.446 -0.124
24 H 5.547 -0.107 0.569
25 C 3.106 -9.720 4.648
26 H 2.363 -3.047 3.686
27 C -0.947 -1.782 2.051
28 H 6.015 -0.045 2.800
29 H -1.736 1.922 -7.319
30 H -2.310 -0.957 4.044
31 H -0.056 -6.428 -0.528
32 H -0.740 5.432 -6.020
33 C -1.950 2.308 -8.319
34 H 4.100 -9.726 5.105
35 C -1.448 -3.932 -2.715
36 H -0.702 0.740 3.682
37 H -5.616 -2.324 5.064
38 H 3.582 -1.040 -0.235
39 H -1.035 -8.876 -1.584
40 C -0.729 1.937 -0.643
41 H -0.654 1.870 -1.806
42 C 0.518 8.442 1.407
43 H -0.793 -7.743 0.406
44 H -0.226 3.737 -6.171
45 H -3.679 -1.189 0.538
46 H 4.190 0.599 -2.022
47 H -6.690 -0.040 4.416
48 H 3.754 -8.916 2.747
49 O 0.973 -5.207 2.839
50 H 5.058 2.378 4.493
51 F 1.273 -2.435 1.084
52 H -1.695 1.712 -10.380
53 C 0.250 -0.506 0.125
54 H 2.392 -9.483 5.441
55 C -5.649 -0.088 4.920
56 H 6.570 1.237 4.842
57 H 1.017 -9.299 -0.397
58 O -1.341 2.899 -3.894
59 H -1.732 -3.408 -0.197
60 O -0.198 8.033 0.249
61 H -0.324 7.074 0.307
62 H 0.668 -3.651 -2.053
63 H -5.038 0.838 4.621
64 N -5.917 0.068 6.416
65 C -0.193 -7.510 -0.479
66 C -4.888 -1.498 4.742
67 H -3.954 -1.471 5.439
68 H 0.740 -0.014 1.073
69 H -1.619 2.675 -0.477
70 H -4.053 -2.845 3.166
71 H -0.084 8.213 2.292
72 C -1.914 -0.185 -1.349
73 Br 1.082 4.311 -1.272
74 O -1.256 3.540 -8.473
75 C -1.889 0.440 1.280
76 H 6.785 0.936 -0.399
77 C 1.450 -0.396 -0.948
78 H -1.914 -3.278 -3.535
79 H -1.531 9.741 -2.117
80 H 5.145 2.790 -0.821
81 C -1.206 -3.174 2.798
82 P 0.338 -3.862 3.731
83 O 1.386 2.438 0.763
84 C -2.217 8.281 -3.554
85 H -1.458 3.880 -9.357
86 F -3.094 1.210 0.930
87 H -1.121 10.126 -3.783
88 H -5.167 -1.397 2.528
89 C -0.077 -1.989 0.669
90 C 5.944 0.956 0.391
91 H 2.836 0.301 0.814
92 C -0.330 -3.077 -1.864
93 C -1.904 9.707 -3.145
94 H -1.513 -4.054 2.096
95 C 2.917 -0.104 -0.256
96 C 4.762 1.886 -0.196
97 C 3.681 1.074 -1.109
98 H 1.738 -7.986 -1.317
99 H 1.715 -7.905 0.460
100 F 0.053 -4.371 0.158
101 H 1.324 0.480 -1.709
102 O -1.047 7.477 -3.461
103 H 1.570 -5.740 3.435
104 H -5.866 1.080 6.668
105 C 3.032 -8.691 3.539
106 H 4.538 1.140 2.507
107 H 1.722 6.652 1.494
108 H -0.222 -1.181 2.739
109 H -0.202 -2.055 -2.356
110 C 1.857 7.738 1.465
111 H 4.151 2.343 0.673
112 H -2.214 -4.448 -2.024
113 H 6.711 2.773 3.750
114 H -3.026 2.499 -8.392
115 H -3.396 -1.582 -2.691
116 C -0.499 4.524 -5.463
117 H 2.422 8.045 2.348
118 H -2.992 7.851 -2.912
119 H -2.793 10.338 -3.218
120 H -3.490 0.291 3.239
121 C 5.678 1.070 2.708
122 S -1.073 1.549 2.589
123 H 0.657 9.525 1.356
124 C -2.823 -0.783 -2.086
125 C -0.606 -3.118 -0.298
126 H 2.448 7.962 0.572
127 H -1.942 4.866 -3.889
128 H 2.890 -10.721 4.266
129 C 0.582 2.686 -0.167
130 O 6.453 1.617 1.591
131 C 6.018 1.901 4.075
132 O -0.107 -4.470 5.099
133 H -2.568 8.249 -4.588
134 C -4.308 -1.736 3.218

## Properties
Energy above the lowest of the compared OMol25 structures with the same formula, charge and spin, kJ/mol: 515.9
Largest force on an atom, eV/A: 6.45
LUMO, hartree: -0.1051
Charge: +1
DFT total energy, a.u.: -6043.34149
Spin multiplicity: 1

---

No. 2
Entry from the OMol25 dataset: a 10-piece molecular cluster, C36H78N2O24P4S4 overall in a non-equilibrium geometry (ωB97M-V/def2-TZVPD).

Cartesian coordinates (Å):
1 H -1.163 2.909 8.670
2 H -3.408 2.656 6.868
3 C -0.368 4.484 -0.990
4 C 1.081 -9.122 -1.323
5 O 6.205 -3.288 -4.428
6 C -5.947 3.927 5.586
7 C -1.830 0.739 8.499
8 H -6.252 4.839 6.098
9 H -1.147 2.481 -5.175
10 H 8.553 -3.118 -1.884
11 C 3.683 2.132 -4.979
12 H 0.199 0.673 2.621
13 P -4.828 5.323 3.685
14 H 2.823 -8.028 -0.610
15 O -5.230 3.844 4.316
16 H -3.179 1.970 -3.846
17 H -1.123 -6.923 -0.621
18 O -2.897 5.858 -3.570
19 C -1.852 -1.191 -4.836
20 C 2.430 0.344 -5.391
21 C -6.261 2.252 -3.037
22 P -1.466 5.222 -3.319
23 H 4.380 2.759 -4.444
24 C -0.624 3.083 -4.432
25 O -4.568 5.079 2.111
26 S -1.444 1.791 5.922
27 O -5.830 6.384 3.989
28 C 2.539 1.070 -0.948
29 H -1.007 -9.230 -2.223
30 C 3.184 -1.477 4.368
31 H 3.970 -5.255 -1.591
32 H -3.395 -0.837 -3.401
33 C -3.001 -1.633 -4.033
34 C 4.045 0.771 5.485
35 H -1.159 -6.887 -2.448
36 O 0.920 -5.458 -0.331
37 O -1.692 3.701 -3.765
38 C -2.248 4.815 3.496
39 H -5.167 3.515 6.226
40 O 4.918 -1.400 -3.222
41 S 1.048 -6.510 -1.325
42 H 6.422 -5.151 -4.699
43 H 0.093 0.829 7.512
44 H -1.507 0.413 9.488
45 O -1.249 -0.160 -0.547
46 C 7.845 -2.290 -1.852
47 H -0.279 2.459 2.570
48 H -3.907 4.863 -1.911
49 H 4.154 0.244 -4.102
50 H 4.360 -3.725 -0.745
51 C -0.361 1.466 2.126
52 H 0.248 -3.528 -3.116
53 H 2.778 -3.834 -1.366
54 H 1.079 1.369 -6.787
55 C -5.572 4.533 1.280
56 H 0.551 4.379 -1.568
57 H 8.014 -1.711 -2.759
58 C -2.358 2.873 7.061
59 H -0.922 -9.042 -0.485
60 S 3.987 0.014 3.761
61 H 1.470 -2.141 -0.632
62 H -6.516 4.817 1.745
63 H 2.040 -0.663 -5.384
64 C -4.080 5.516 -2.766
65 H -0.352 -1.902 -2.685
66 C 3.794 -4.180 -1.558
67 H -2.838 2.545 9.162
68 O -1.453 5.070 -1.700
69 C -4.362 1.553 -2.170
70 H -4.708 4.924 -3.432
71 H 3.020 0.142 7.339
72 H 2.121 -1.985 6.295
73 H 0.340 -1.635 -5.133
74 C -5.729 1.626 -1.977
75 H 4.083 -1.028 6.901
76 C -2.040 2.297 8.462
77 O 1.144 0.645 -1.293
78 H -1.777 5.565 2.861
79 C 1.319 -2.012 0.440
80 H 2.679 -2.012 3.563
81 O 3.160 0.845 2.879
82 H -6.768 3.215 5.662
83 H -2.752 0.209 8.263
84 H 4.086 -2.066 4.533
85 H -0.628 3.438 -0.826
86 C 1.738 -7.993 -0.511
87 H 0.099 2.564 -3.801
88 P 5.488 -2.689 -3.042
89 H 0.107 3.762 -4.872
90 H 3.239 0.307 -1.289
91 O -3.251 5.646 4.120
92 H -5.316 2.829 -4.964
93 C -5.227 2.400 -3.977
94 H 2.658 1.103 0.135
95 C 2.685 2.482 -5.842
96 H -4.600 6.433 -2.489
97 O -2.462 -3.067 -1.524
98 P 0.130 0.287 -0.063
99 C -0.599 -2.111 -4.848
100 H -6.221 1.127 -1.155
101 N 3.545 0.796 -4.690
102 H -1.638 -0.155 -4.571
103 O 5.325 -0.328 3.384
104 C 1.892 1.359 -6.076
105 H 2.540 3.422 -6.353
106 O 0.126 1.608 0.857
107 H -3.883 -2.001 -4.558
108 O 6.571 -2.928 -1.892
109 H -5.363 3.465 1.234
110 O 1.803 -6.387 -2.606
111 C -0.625 -7.199 -1.550
112 H 5.085 0.955 5.755
113 C -0.903 0.482 7.237
114 H 8.007 -1.816 -0.884
115 H -2.104 -1.443 -5.866
116 H 3.430 1.670 5.507
117 H 7.986 -4.297 -4.907
118 H -1.412 1.186 2.049
119 H -0.025 5.016 -0.103
120 H -0.722 -2.969 -5.509
121 H 2.802 2.028 -1.396
122 H 7.282 -4.741 -3.333
123 O -0.222 2.489 5.418
124 H -2.757 4.052 2.907
125 H -3.627 1.117 -1.509
126 C -0.456 -8.737 -1.422
127 O 4.404 -3.857 -2.769
128 H 1.514 -8.008 0.556
129 O -0.401 5.997 -3.974
130 O 0.900 -0.780 0.845
131 H 1.270 -10.032 -0.753
132 C 3.398 -0.324 6.429
133 H -0.977 -0.481 6.732
134 S -2.282 -3.097 -2.987
135 H -1.620 4.282 4.210
136 C 2.349 -1.147 5.636
137 N -4.096 1.956 -3.422
138 C -0.440 -2.728 -3.391
139 O -2.316 1.076 4.926
140 H -2.188 3.937 6.892
141 H 1.562 -9.233 -2.295
142 O -2.573 -4.247 -3.843
143 H -7.275 2.614 -3.128
144 H 1.513 -0.458 5.519
145 H 2.343 -1.992 0.812
146 H -5.502 4.893 0.253
147 H 0.711 -2.794 0.896
148 C 7.064 -4.352 -4.327

## Properties
⟨S²⟩: 0.76
Largest force on an atom, eV/A: 5.36
LUMO (spin up / spin down), hartree: -0.1010 / -0.2546
Charge: +1
DFT total energy, a.u.: -6291.77482
Spin multiplicity: 2

---

No. 3
Entry from the OMol25 dataset: C36H80Br2N4O as an isolated structure in a non-equilibrium geometry (ωB97M-V/def2-TZVPD).

Cartesian coordinates (Å):
1 C 0.852 0.302 0.654
2 C -0.604 2.201 4.804
3 H -0.923 4.225 6.692
4 C 0.506 6.974 4.390
5 H -1.524 7.614 4.559
6 H -1.862 -1.594 -7.199
7 H 0.456 1.997 -5.041
8 C 0.364 -1.620 -6.857
9 H 1.447 -4.155 -3.531
10 H 4.937 0.414 -4.585
11 H 4.573 -1.541 -2.563
12 C -1.009 -7.594 0.605
13 C -1.659 0.293 0.493
14 C 3.565 2.241 -6.304
15 H -0.340 0.015 -1.163
16 C 1.903 -4.234 3.231
17 H -3.550 -7.969 -1.617
18 H -3.083 -5.648 -0.131
19 H -3.062 5.461 5.258
20 O -1.592 -0.506 1.359
21 H 1.048 -2.282 -6.409
22 H 1.338 -5.040 0.769
23 H 0.611 -0.523 1.388
24 C -4.581 5.567 7.723
25 H 2.066 0.779 -7.538
26 H -1.251 -2.349 -5.662
27 H 2.766 -0.443 -6.511
28 C -3.054 5.360 7.491
29 H -1.437 -7.495 1.551
30 H 1.888 6.321 6.000
31 H 0.475 2.070 4.836
32 H -1.413 6.001 3.757
33 H -0.869 1.674 5.674
34 H -2.850 6.965 6.045
35 Br 0.344 -1.511 -2.272
36 C 4.054 -0.121 -4.220
37 H -3.770 0.760 0.634
38 H 1.396 8.047 6.166
39 H 0.657 -6.180 2.000
40 H 2.997 1.584 -3.518
41 C -1.087 1.418 3.533
42 H 3.306 4.047 -7.503
43 H 5.001 0.175 -2.286
44 C -2.836 1.105 0.114
45 H 0.933 -4.496 -1.096
46 H -0.032 5.921 7.592
47 Br -0.839 3.819 -0.061
48 H -2.138 -9.398 0.404
49 H 0.598 -0.434 -5.143
50 C -0.962 6.623 4.524
51 H 0.493 -5.582 -3.951
52 H -1.698 -5.344 1.465
53 C 0.261 -4.998 -1.888
54 H -0.833 2.045 2.605
55 C -2.594 5.879 6.142
56 C -0.187 6.644 6.803
57 H 1.670 3.060 -4.573
58 H -0.266 -4.199 3.238
59 C 2.785 3.055 -7.392
60 H 0.850 -6.735 -0.748
61 C 2.863 0.814 -4.239
62 H -0.664 0.443 3.532
63 H 0.410 -3.127 2.097
64 H 3.873 -1.041 -4.910
65 C 1.374 2.444 -5.399
66 H 4.270 1.575 -6.836
67 C 1.092 -5.157 -3.186
68 N -1.127 5.865 5.802
69 H 2.732 2.492 -8.342
70 C 4.222 -0.522 -2.718
71 H 1.119 1.276 1.071
72 H -0.959 -4.264 0.148
73 H 2.105 -5.287 3.403
74 H 1.100 6.210 3.900
75 H -0.475 -7.122 -2.001
76 C -0.590 4.497 5.725
77 H 0.001 -7.857 0.771
78 H -2.191 1.343 3.401
79 C 1.355 3.154 -6.796
80 N 2.522 1.418 -5.605
81 C 0.473 -5.159 1.468
82 H -1.314 -8.949 -1.189
83 C -1.065 -2.236 -6.745
84 H -2.544 6.021 8.277
85 C -3.035 -7.713 -0.685
86 C 0.591 -4.061 2.534
87 H -1.213 -3.208 -7.232
88 C -1.040 3.656 4.588
89 H -2.837 4.325 7.748
90 N -0.405 0.556 -0.209
91 C 1.987 0.330 -6.548
92 C -0.038 -6.386 -1.280
93 H 0.646 -1.500 -7.920
94 H 0.483 4.615 5.796
95 H 1.970 -5.740 -3.054
96 H -0.663 4.064 3.639
97 H 1.581 -0.050 -0.012
98 C -0.867 -5.152 0.751
99 H -0.146 0.482 -6.502
100 C 0.627 -0.216 -6.194
101 H -3.783 -7.832 0.109
102 H 1.001 4.157 -6.673
103 H 0.733 7.921 3.869
104 H 1.951 -3.823 4.289
105 H 0.688 2.566 -7.420
106 H -0.487 1.610 -0.328
107 H 2.657 -3.752 2.613
108 H -4.831 6.577 8.061
109 H -0.827 7.474 7.205
110 H 1.984 0.273 -3.888
111 H -2.111 3.801 4.517
112 H 4.123 2.917 -5.700
113 H -0.608 -4.391 -2.076
114 H -2.364 -5.849 -1.701
115 H -5.080 5.246 6.812
116 C -1.864 -8.601 -0.273
117 N -1.082 -6.342 -0.169
118 H -2.869 1.162 -0.988
119 H 3.331 -0.459 -2.160
120 H -4.983 4.969 8.538
121 H -2.577 2.136 0.411
122 C -2.480 -6.329 -0.719
123 C 1.018 7.067 5.889

## Properties
Largest force on an atom, eV/A: 3.14
LUMO, hartree: -0.1095
Charge: +2
DFT total energy, a.u.: -6861.43244
Spin multiplicity: 1